Entry 1:
Here is a 2-piece molecular cluster, C24H29NO3S overall at a distorted geometry from OMol25. Energies are from ωB97M-V/def2-TZVPD.

Structure (XYZ):
```
58
C24H29NO3S ωB97M-V/def2-TZVPD
C -2.890 -1.380 -1.622
C 4.703 -0.984 -1.671
H -5.917 0.712 -2.896
C 3.109 0.592 2.330
H 1.413 -1.818 -1.922
O -1.261 1.296 1.901
H -2.949 0.535 4.075
H -3.231 2.054 3.193
H -1.660 1.790 -1.540
H 5.693 -1.446 -1.674
C -3.286 0.964 3.127
C -0.067 0.731 1.538
H -2.975 0.545 1.042
C 4.042 -1.503 3.110
O 3.137 2.909 1.132
O 0.170 -0.475 1.566
C 4.492 0.557 4.311
H -3.305 -1.533 -0.609
H 5.340 -1.359 4.828
H -4.584 0.384 -3.995
H -3.979 -3.080 -2.356
H 0.750 1.861 -1.195
C -2.436 0.446 1.993
C -4.957 0.194 -2.981
N -2.741 0.051 -1.864
H 3.637 -2.860 -1.918
H -3.735 1.836 -2.281
C 3.556 -1.776 -1.796
C 2.126 0.200 -1.554
C 0.836 0.781 -1.319
C -1.591 0.697 -1.620
H -0.291 -0.989 -1.760
H 3.228 2.085 -1.510
C 3.715 1.263 3.396
C -5.144 -1.306 -2.777
C -3.985 0.812 -1.977
C 4.674 -0.821 4.155
S 2.472 1.595 0.992
H 4.975 1.101 5.122
H -5.727 -1.470 -1.863
C -3.814 -2.038 -2.649
H -4.323 0.662 2.970
H -5.711 -1.720 -3.617
C 4.575 0.406 -1.573
C 3.312 0.994 -1.521
H -3.310 -2.056 -3.625
H 3.584 2.339 3.482
H -1.922 -1.888 -1.665
H 5.457 1.047 -1.517
H -4.463 0.867 -0.982
H 4.177 -2.581 2.981
C 2.291 -1.187 -1.783
H 0.465 2.813 1.152
C -0.339 0.081 -1.557
C 0.818 1.785 1.067
C 3.246 -0.800 2.200
H -2.134 -0.595 2.137
H 2.730 -1.316 1.388
```

**F_max**: 2.47 eV/Å
**Relative energy (zero: lowest compared OMol25 entry of this formula, charge and spin)**: 5.91 kcal per mole
**Total energy**: -43822.520 eV
**HOMO level**: -6.37 eV
**Gap between HOMO and LUMO**: 5.35 eV
**Net charge**: 0

Entry 2:
Here is an isolated molecule of C6H9N from OMol25. Energies are from ωB97M-V/def2-TZVPD.

Structure (XYZ):
```
16
C6H9N ωB97M-V/def2-TZVPD
C -0.537 -0.861 -0.637
H -0.689 -0.915 -1.719
C -2.836 -0.294 -0.702
H -0.476 0.779 1.392
H 3.356 1.164 0.880
H -2.268 1.378 1.250
C 3.315 0.452 0.050
H -0.644 -1.872 -0.235
H 3.965 -0.393 0.299
H -2.854 -0.862 -1.618
H 3.721 0.944 -0.839
C -1.442 0.764 0.917
N -1.667 -0.050 -0.105
C 0.801 -0.341 -0.362
C 1.940 0.006 -0.176
H -3.723 0.159 -0.283
```

**F_max**: 0.54 eV/Å
**Relative energy (zero: lowest compared OMol25 entry of this formula, charge and spin)**: 99.79 kcal per mole
**Total energy**: -7853.832 eV
**HOMO level**: -6.57 eV
**Gap between HOMO and LUMO**: 7.47 eV
**Net charge**: 0

Entry 3:
Here is an isolated molecule of C13H13N3O3S at a distorted geometry from OMol25. Energies are from ωB97M-V/def2-TZVPD.

Structure (XYZ):
```
33
C13H13N3O3S ωB97M-V/def2-TZVPD
C -1.500 -2.006 0.617
C -1.738 2.837 -0.065
H 4.485 0.463 1.637
C 5.231 0.561 -0.334
H 0.074 -1.911 -2.175
H 6.179 1.186 -0.172
C 0.965 -1.269 -0.637
C -3.671 1.355 -0.481
C -1.309 -2.021 -0.711
O -0.981 -0.448 1.096
H 3.728 1.732 0.547
C -3.016 -1.720 1.007
H -1.216 3.916 -0.497
H -3.232 -1.591 1.900
C -2.890 2.735 -0.738
H 5.576 -0.503 -0.489
C -1.798 0.582 0.648
O -3.735 -0.884 0.273
H -1.105 -2.579 1.501
C -2.954 0.168 0.086
H 4.968 0.938 -1.428
N -0.021 -1.819 -1.252
C 2.860 -0.233 0.374
C 4.107 0.537 0.481
H -0.111 1.865 0.952
N 1.454 -1.765 0.432
H -3.443 -2.609 0.682
O -2.133 -2.740 -1.513
H -4.628 1.078 -0.926
S 1.945 0.209 -1.172
H -3.422 3.480 -1.147
C -1.098 1.716 0.304
N 2.433 -1.263 1.199
```

**F_max**: 12.53 eV/Å
**Structure (SMILES)**: CCc1nnc(NC(=O)[C@@H]2COc3ccccc3O2)s1
**Relative energy (zero: lowest compared OMol25 entry of this formula, charge and spin)**: 277.71 kcal per mole
**Total energy**: -35128.669 eV
**HOMO level**: -8.49 eV
**Gap between HOMO and LUMO**: 7.73 eV
**Net charge**: 0

Entry 4:
Here is a 10-piece molecular cluster, C34H76BN2O26 overall at a distorted geometry from OMol25. Energies are from ωB97M-V/def2-TZVPD.

Structure (XYZ):
```
139
C34H76BN2O26 ωB97M-V/def2-TZVPD
C 23.837 -2.653 -28.459
C 18.542 -6.396 -21.600
H 18.892 -9.642 -24.419
O 22.687 -6.200 -27.919
C 23.176 -5.000 -22.395
H 26.788 -6.139 -32.264
H 23.116 -9.654 -27.943
H 25.309 -7.077 -26.312
H 23.544 -1.960 -29.247
H 18.440 -11.210 -23.837
H 21.173 1.050 -20.086
H 27.302 -8.080 -31.338
O 21.254 -4.643 -25.133
H 20.681 -0.315 -23.544
O 21.985 -10.381 -26.376
H 21.964 -10.661 -28.468
H 19.083 -3.171 -21.381
H 27.418 -8.201 -29.624
H 23.473 -2.687 -17.990
H 20.057 -7.504 -15.265
H 28.794 -7.382 -30.681
H 20.797 -9.997 -36.032
C 24.270 -5.339 -30.453
H 18.666 -9.782 -32.905
H 22.405 -10.890 -23.940
H 23.789 -3.531 -16.506
H 16.340 -6.983 -21.579
H 19.337 -10.255 -22.747
H 24.045 -1.250 -24.568
O 23.756 -4.497 -21.455
H 24.773 -3.777 -25.801
C 17.992 -4.892 -29.331
H 24.671 -5.184 -29.452
H 23.198 -5.561 -17.744
O 24.784 -4.646 -31.549
H 26.314 -3.675 -30.539
O 27.434 -6.622 -24.744
C 25.097 -1.531 -24.519
O 21.666 -6.406 -23.521
H 26.437 -3.650 -25.466
N 18.589 -3.605 -29.690
C 26.008 -3.304 -27.576
C 21.731 -9.457 -25.422
H 21.081 -6.481 -30.982
H 18.720 -5.397 -28.697
H 25.197 -2.389 -23.855
H 24.315 -6.414 -30.631
O 21.168 -6.618 -16.710
H 18.012 -1.287 -22.555
C 20.148 -0.835 -22.748
H 19.305 -9.348 -35.734
H 26.435 -5.992 -27.170
H 22.017 -0.264 -20.999
H 22.566 -2.248 -16.469
O 27.136 -6.300 -30.281
H 19.351 -6.786 -20.983
O 25.271 -2.546 -28.508
H 20.457 -1.905 -25.488
C 27.161 -5.477 -31.483
C 19.481 -4.176 -21.519
H 26.169 -4.329 -27.912
C 22.228 -6.242 -22.340
C 21.285 0.542 -21.044
O 18.213 -2.547 -29.155
H 20.333 -5.605 -18.255
N 27.524 -7.112 -25.908
O 17.117 -7.778 -19.996
H 18.116 -6.155 -18.861
O 21.906 -3.930 -17.359
H 19.170 -6.657 -16.544
H 21.629 1.249 -21.799
C 20.010 -7.322 -16.339
H 17.053 -4.624 -28.847
O 18.786 -2.099 -24.267
O 23.143 -4.556 -23.631
C 20.011 -10.043 -35.278
C 22.999 -3.043 -17.076
C 22.093 -9.921 -27.678
H 27.024 -2.910 -27.559
H 22.539 -4.631 -19.138
C 17.180 -6.692 -19.015
C 27.747 -7.595 -30.469
H 25.690 -0.665 -24.222
H 17.430 -8.052 -22.048
H 21.549 -6.872 -18.835
C 22.391 -5.794 -26.759
C 19.378 -1.750 -25.518
C 26.315 -6.978 -26.721
H 23.204 -5.117 -30.500
C 21.553 -10.215 -24.033
H 21.433 -9.676 -23.093
H 28.155 -5.104 -31.733
H 18.265 -0.307 -23.839
C 19.245 -10.475 -23.811
H 17.910 -5.357 -30.313
H 26.386 -3.576 -32.261
O 22.116 -7.004 -21.362
O 20.699 -4.151 -27.320
H 23.511 -3.693 -28.461
C 19.720 -10.055 -32.955
H 18.878 -6.647 -22.607
C 17.347 -7.279 -21.283
H 21.241 -10.105 -31.244
C 21.226 -7.534 -30.742
O 20.427 -8.162 -31.699
H 19.042 -2.556 -26.170
O 20.038 0.051 -21.610
C 26.143 -4.256 -31.445
H 19.133 -0.813 -26.017
H 20.754 -1.719 -22.547
O 25.485 -1.835 -25.866
C 21.293 -4.774 -26.460
H 22.466 -8.656 -25.511
B 22.242 -5.416 -24.467
O 18.365 -5.028 -21.283
H 20.897 -7.632 -29.707
H 20.019 -8.293 -16.835
O 20.454 -11.047 -24.193
H 20.141 -4.433 -20.690
O 20.453 -9.502 -34.062
O 22.971 -6.084 -25.614
H 20.115 -4.290 -22.398
C 20.350 -9.573 -31.576
C 25.658 -3.211 -26.089
C 21.265 -6.141 -18.077
H 20.738 -9.016 -25.507
H 19.628 -9.661 -30.764
H 23.641 -2.121 -27.528
H 19.501 -11.006 -35.304
H 16.914 -7.235 -18.108
O 28.522 -7.538 -26.324
C 22.321 -5.069 -18.164
C 18.769 -1.123 -23.322
H 19.886 -11.131 -33.006
H 16.435 -5.946 -19.289
O 19.585 -3.618 -30.388
H 26.462 -7.711 -27.514
H 22.254 -7.862 -30.896
H 21.472 -9.034 -27.803
```

**F_max**: 6.59 eV/Å
**Total energy**: -93372.092 eV
**HOMO level**: -7.52 eV
**Gap between HOMO and LUMO**: 9.57 eV
**Net charge**: -1

Entry 5:
Here is C19H40MnNP3Se as an isolated structure at a distorted geometry from OMol25. Energies are from ωB97M-V/def2-TZVPD.

Structure (XYZ):
```
65
C19H40MnNP3Se ωB97M-V/def2-TZVPD
H 2.287 -3.798 3.887
C -2.472 3.656 -4.066
H -2.271 -3.660 0.842
H 4.046 -1.526 0.742
C 4.018 -0.457 0.488
N 1.249 -1.983 1.554
Mn 0.291 -0.535 0.465
H -2.987 0.087 -5.527
C 1.763 -2.880 2.099
H 0.128 3.434 2.553
H 2.337 2.258 3.542
C -0.065 0.801 3.846
H 3.854 -0.500 -2.559
C -3.219 2.212 -5.878
P -1.744 -1.359 1.460
H 3.546 1.675 -1.796
C -3.040 3.494 -5.337
H -2.692 -2.184 3.517
H -1.067 -1.504 3.825
C -1.665 -2.106 3.134
H -2.800 0.625 2.448
H 3.321 -2.044 -1.817
H -1.221 -3.109 3.057
H -2.341 4.656 -3.647
C -2.847 1.090 -5.125
H 2.912 0.647 3.063
P 0.689 1.088 2.201
C 0.114 -2.101 -0.985
C 3.012 -1.020 -2.073
H 1.796 1.980 -1.542
C 2.723 1.627 -1.070
H -2.663 -2.539 -0.499
C -0.484 -0.885 -1.484
H -1.157 0.733 3.787
H 0.033 -0.352 -2.286
H 2.169 -1.070 -2.771
H -2.015 0.371 -3.265
H -1.099 2.606 1.528
H 2.946 2.276 -0.216
H 4.919 -0.199 -0.088
H -0.923 1.155 -1.117
H 1.094 -2.411 -1.367
P 2.536 -0.113 -0.539
H -0.521 -2.906 -0.606
H 0.203 1.630 4.516
C -0.026 2.717 1.733
H 0.461 3.085 0.818
C 2.376 -3.962 2.799
C -3.010 -0.035 1.597
H -1.573 -0.821 -1.514
C -2.056 2.519 -3.323
H -3.978 -0.538 1.733
C 2.388 1.542 2.710
C -2.696 -2.678 0.588
H 3.445 -4.023 2.528
C -2.292 1.243 -3.855
H -3.741 -2.628 0.931
H -3.033 0.564 0.675
H 1.877 -4.906 2.526
H 4.012 0.122 1.417
H 2.957 1.998 1.893
H -3.347 4.370 -5.919
Se -1.141 2.616 -1.619
H -3.648 2.086 -6.880
H 0.334 -0.128 4.269
```

**F_max**: 3.40 eV/Å
**⟨S²⟩**: 6.25
**Relative energy (zero: lowest compared OMol25 entry of this formula, charge and spin)**: 0.00 kcal per mole
**Total energy**: -146348.076 eV
**HOMO level (alpha / beta)**: -17.96 / -16.97 eV
**Spin multiplicity**: 5
**Gap between HOMO and LUMO (alpha / beta)**: 8.51 / 5.04 eV
**Net charge**: +3

Entry 6:
Here is C6H10N2 as an isolated structure at a distorted geometry from OMol25. Energies are from ωB97M-V/def2-TZVPD.

Structure (XYZ):
```
18
C6H10N2 ωB97M-V/def2-TZVPD
C -0.726 1.012 -0.771
N 0.457 0.408 0.315
C -1.515 -0.347 -0.309
C 1.528 1.320 0.669
H 2.243 0.804 1.312
H -0.613 -1.480 -1.944
H -2.555 -0.327 -0.611
C 0.823 -0.831 -0.405
H 1.455 -0.566 -1.258
H 2.057 1.674 -0.222
H -0.824 -1.033 1.705
H 1.098 2.185 1.172
H 1.381 -1.500 0.251
N -0.809 2.017 -1.389
C -1.149 -0.186 1.108
H -1.569 0.647 1.662
C -0.554 -1.405 -0.859
H -0.727 -2.391 -0.426
```

**F_max**: 3.09 eV/Å
**Relative energy (zero: lowest compared OMol25 entry of this formula, charge and spin)**: 94.00 kcal per mole
**Total energy**: -9360.361 eV
**HOMO level**: -7.33 eV
**Gap between HOMO and LUMO**: 7.85 eV
**Net charge**: 0